An isolated molecule of C30H52N6O8. Source: OMol25; level of theory: ωB97M-V/def2-TZVPD.

Last column: natural (NBO) charge in e.
Cartesian coordinates (Å):
C -0.7803 0.2603 -4.9244  -0.617
H -1.6165 5.4664 1.1240  0.216
N -0.7356 -2.5627 1.4922  -0.607
C -3.1008 -2.0672 1.3769  -0.391
H -3.7212 -0.0934 -2.4942  0.233
O 0.0271 -4.6885 1.1985  -0.659
C 0.8804 2.0879 -5.4035  -0.643
H 0.9958 1.5102 1.5924  0.215
H 2.2023 0.1921 -1.6585  0.434
H -4.0423 -2.1705 1.9184  0.209
N 2.3075 -0.4587 2.5138  -0.635
H -1.7788 0.2537 -0.3032  0.434
O -3.7088 2.1389 -1.9061  -0.682
H 3.7611 -4.2648 2.3264  0.237
H -3.0247 4.3441 -2.2067  0.242
H 3.2718 2.1518 -0.8348  0.202
H 3.3944 3.3544 1.2108  0.209
H 0.5403 2.1669 -6.4320  0.217
O 2.0130 -2.4834 3.3144  -0.550
H 4.4300 -3.0133 4.4912  0.237
C 2.8926 -1.6612 2.7026  0.900
H -2.2910 -2.7417 -0.4999  0.196
C 1.4884 -1.7106 -0.4187  0.027
H -1.9787 -2.5674 3.1626  0.197
C -2.4206 3.9430 -0.1727  0.272
C 2.3774 2.7143 -0.5587  -0.419
H -1.3688 3.8141 1.7095  0.215
H 1.3276 -0.3831 2.7353  0.408
H -3.9150 3.5396 1.3347  0.209
H 3.8990 -3.4754 -1.4930  0.208
H -4.5609 3.7030 -0.3051  0.239
H 1.2530 3.0575 -5.0838  0.236
H -1.6233 -0.0270 -4.3024  0.218
H 3.1753 -2.6216 5.6757  0.211
H 0.2865 2.0887 -0.4002  0.268
H 3.3731 -5.5830 3.4409  0.213
C -2.8711 1.7532 -1.1214  0.901
O 0.2063 1.4479 -3.1533  -0.520
N 2.6297 -1.8302 -1.1648  -0.482
H -3.8044 -3.5083 -0.0430  0.207
C 1.1978 -4.2476 4.6280  -0.620
H -4.0451 5.1393 0.5866  0.213
C -1.4194 2.6578 -4.5436  -0.652
H -1.8567 2.6763 -5.5380  0.215
O -2.1065 2.5373 -0.3302  -0.548
C 2.9731 -4.7143 2.9250  -0.660
H 1.4283 -5.1677 5.1565  0.212
H 3.8838 0.8814 2.3407  0.205
H 3.7871 -4.2772 5.5494  0.213
H -4.7496 -0.9978 -0.3656  0.205
C 1.1509 1.9344 -1.0601  -0.136
H 0.0111 -0.4754 -4.8039  0.215
C 2.3928 3.0098 0.9462  -0.391
C 1.1996 -2.9321 0.1744  0.049
H -1.0967 0.2744 -5.9629  0.216
H -0.5761 -1.5855 1.2372  0.434
H -2.1924 2.3847 -3.8289  0.237
C 0.8462 -0.3979 -0.3251  0.669
C 0.7017 2.4390 -2.4419  0.809
H -2.8256 -1.0111 1.3787  0.200
C -3.8308 4.0908 0.4002  -0.645
O -0.1074 -0.1456 0.4211  -0.716
H -2.4432 5.7591 -1.3185  0.210
C 2.9424 0.6515 1.8306  -0.220
H 1.7013 3.8300 1.1480  0.208
H 2.1524 -5.0359 2.2887  0.220
C -4.0329 -1.5674 -0.9581  -0.390
H -0.3935 4.4373 0.3704  0.207
C -3.2745 -2.5538 -0.0629  -0.414
H 0.8073 -3.5183 5.3329  0.211
H -4.5947 -2.1282 -1.7072  0.207
C 2.4576 -3.7064 3.9518  0.279
N 2.1868 -3.7704 -0.2479  -0.479
H 1.6913 1.3638 -5.3553  0.210
C -1.3794 4.4491 0.8272  -0.613
C -0.2798 1.6440 -4.5135  0.271
H -1.0540 3.6523 -4.3043  0.234
H 1.9468 2.2245 2.8848  0.211
O 0.7969 3.5938 -2.7704  -0.616
H -2.1794 -3.9308 2.0378  0.222
H 3.1909 0.3591 0.8051  0.192
O 4.0239 -1.9317 2.3746  -0.668
C -2.2862 4.6983 -1.4936  -0.654
N 1.4268 0.5222 -1.0966  -0.576
C -2.0077 -2.8533 2.1049  -0.225
H -2.3168 -1.1542 -2.2035  0.183
H 2.4104 3.6665 -1.0927  0.245
H 0.4389 -4.4508 3.8773  0.228
C 3.0220 -3.0648 -1.0349  0.205
N -2.5651 0.4570 -0.9097  -0.656
C 0.1041 -3.4811 1.0102  0.649
C 3.5359 -3.3827 4.9865  -0.645
H 2.2373 -4.7404 0.0271  0.449
C -3.1274 -0.5934 -1.7231  -0.225
C 1.9973 1.8497 1.8598  -0.414
H -1.2913 4.5561 -1.9092  0.226

Force components x, y, z for each atom (eV/Å):
0.177 0.311 0.281
-0.008 0.123 0.012
-0.011 0.181 -0.010
0.244 -0.330 -0.106
0.170 -0.120 0.021
0.056 -0.271 -0.061
-0.071 -0.021 0.326
-0.075 0.010 0.047
-0.015 -0.019 0.072
-0.029 0.096 0.032
-0.315 0.220 0.072
-0.031 0.130 -0.089
-0.267 0.299 -0.172
0.068 -0.038 -0.005
-0.015 0.049 -0.038
0.034 -0.004 -0.082
0.006 0.118 0.034
-0.049 -0.025 -0.120
-0.168 -0.088 -0.027
0.074 -0.010 0.034
-0.238 0.227 0.104
0.036 -0.087 -0.051
0.183 -0.929 0.233
-0.031 -0.125 -0.053
-0.276 0.614 0.055
-0.103 0.204 0.052
-0.002 -0.047 0.134
0.052 -0.038 0.026
-0.015 -0.019 0.126
0.170 -0.184 -0.042
-0.065 0.026 -0.005
0.020 0.043 -0.041
-0.123 -0.062 0.062
-0.041 0.049 0.103
0.101 -0.023 -0.128
0.020 -0.117 0.081
0.044 -0.314 0.084
-0.231 -0.317 -0.198
0.119 0.255 -0.161
0.074 -0.063 0.010
0.237 0.298 -0.258
-0.003 0.123 0.046
0.223 -0.066 0.214
-0.049 -0.043 -0.135
0.210 0.020 0.054
-0.072 0.285 -0.008
0.034 -0.118 0.063
-0.043 0.043 -0.126
0.000 -0.103 0.074
-0.119 0.051 -0.027
-0.036 0.300 -0.051
0.083 -0.095 -0.017
-0.059 -0.277 -0.013
-0.009 0.429 -0.268
-0.040 0.021 -0.116
0.145 -0.162 -0.062
-0.118 -0.028 0.043
0.136 0.357 -0.292
0.248 0.052 0.555
-0.077 0.112 0.079
0.205 -0.222 -0.144
-0.204 0.060 0.213
0.013 0.151 0.056
0.157 -0.074 0.000
0.053 0.062 0.003
-0.072 -0.082 -0.047
0.298 -0.082 -0.181
0.160 0.024 -0.039
-0.227 0.196 0.112
-0.028 0.068 0.127
-0.070 0.008 -0.015
0.264 -0.454 0.318
-0.193 0.008 0.134
0.079 -0.090 -0.040
-0.245 -0.320 -0.277
-0.162 0.161 -0.684
-0.025 0.052 -0.020
-0.066 -0.037 0.043
-0.049 0.065 -0.101
-0.001 0.087 0.071
0.054 0.060 0.057
0.349 -0.122 -0.106
-0.043 -0.289 0.083
0.020 -0.179 0.100
-0.255 -0.100 0.201
-0.053 0.024 -0.032
0.067 -0.100 0.014
-0.109 -0.066 -0.087
0.082 -0.028 -0.093
0.257 -0.140 0.212
-0.135 0.239 0.183
-0.144 0.118 -0.278
-0.022 0.042 -0.015
-0.428 -0.010 -0.070
0.213 0.034 -0.022
0.097 0.030 -0.044

- ΔE to the lowest compared entry with this formula, charge and spin (eV) = 0.0809
- energy (eV) = -57280.3592
- strongest force on any atom (eV Å⁻¹) = 1.0
- charge = 0